153
Properties=species:S:1:pos:R:3:forces:R:3:lowdin_charge:R:1 method="wB97M-V/def2-TZVPD" e_tot_ev=-139440.6494 multiplicity=2 orbital_gap_ev="4.9 / 2.6" charge=+1 lumo_energy_ev="-5.73 / -8.04" fmax_ev_per_a=5.66 s_squared=0.76
C -3.81090 5.11662 3.87559 -0.3 -0.4 0.8 0.07
C -2.65155 5.45889 3.34596 2.3 2.0 -0.7 -0.20
C -1.43836 4.53342 3.27644 -0.5 -2.2 0.4 -0.29
O -0.31455 4.67796 2.82281 -1.0 1.7 -0.3 0.07
C -1.65981 3.26783 3.97264 -1.8 -0.8 1.5 0.06
C -2.81218 2.96070 4.65858 2.3 0.6 -0.1 -0.20
C -4.02990 3.83133 4.54725 -0.4 1.1 -1.1 -0.32
O -5.12102 3.55733 4.99711 0.5 -0.8 0.6 0.13
O -2.78679 2.02920 5.63865 -0.3 0.3 -0.9 0.10
O -2.42045 6.76160 3.03693 -0.3 -1.0 0.1 0.11
H -4.50179 5.91951 4.08637 -0.4 -0.2 -0.3 0.15
H -0.77849 2.69168 4.21291 0.1 -0.2 -0.2 0.11
H -3.59654 2.20279 6.12421 -0.6 -0.4 0.5 0.11
H -1.51499 6.84100 2.72803 0.3 0.1 -0.4 0.11
C 0.25772 -3.35152 3.38016 -0.5 -2.5 -0.9 0.20
C 0.55556 -2.10685 3.80347 3.3 4.4 -1.2 -0.08
C -0.32747 -1.24589 4.70514 -1.6 -1.0 0.7 -0.28
O -0.02123 -0.21571 5.25552 0.3 -1.1 -1.0 0.18
C -1.68438 -1.86582 4.79140 0.8 -0.5 0.0 0.12
C -2.00068 -3.14629 4.39533 -1.2 0.2 0.0 -0.14
C -0.95174 -4.08442 3.77761 -1.4 -0.3 0.4 -0.26
O -1.08868 -5.27569 3.58795 0.1 1.6 0.3 0.20
O -3.28152 -3.62479 4.50127 2.6 0.1 -0.1 0.14
O 1.61362 -1.46936 3.23867 -2.9 -3.3 1.2 0.20
H 0.83218 -3.91299 2.65825 0.5 0.2 -0.1 0.16
H -2.40631 -1.23978 5.29470 -0.3 0.1 -0.1 0.14
H -3.72060 -3.06690 5.14744 -0.6 0.2 0.1 0.13
H 1.59861 -0.59197 3.62798 0.8 2.7 0.4 0.07
C -5.99167 -1.59893 -3.58529 -0.8 -0.1 0.9 0.06
C -6.47076 -2.01343 -2.39812 0.6 -0.5 1.1 -0.20
C -5.46088 -2.36192 -1.24505 1.3 -0.2 -0.9 -0.24
O -5.72537 -2.93508 -0.19331 -0.4 1.1 -1.5 0.09
C -4.00877 -2.04916 -1.62041 -2.0 0.3 -0.4 0.09
C -3.66331 -1.51792 -2.82189 4.9 -1.0 2.4 -0.19
C -4.57953 -1.35967 -3.91353 -2.8 -0.2 -0.4 -0.39
O -4.36547 -1.08659 -5.06167 1.6 0.5 -0.8 0.15
O -2.29136 -1.31287 -3.09560 -2.9 -0.2 -1.4 0.04
O -7.78323 -2.22404 -2.16072 0.7 0.3 -0.4 0.10
H -6.64565 -1.40177 -4.42186 -0.2 -0.1 0.0 0.14
H -3.28295 -2.30921 -0.86413 0.1 0.1 0.0 0.10
H -1.73197 -1.20282 -2.32322 0.0 0.4 0.8 0.03
H -7.89227 -2.53906 -1.26045 0.0 -0.2 0.4 0.11
C 0.71906 -0.32148 -4.18742 2.0 0.0 1.0 -0.30
O 1.20674 -0.56425 -3.07311 -0.7 0.0 -0.8 -0.04
N 1.50066 -0.19706 -5.29056 0.1 1.6 -2.0 -0.15
C 0.88822 0.28868 -6.57842 -1.4 -0.4 1.4 -0.04
C 2.97047 -0.28039 -5.36718 -0.2 -1.7 0.2 -0.05
H -0.36161 -0.18414 -4.34705 0.2 0.0 -0.2 0.12
H 1.36958 1.12722 -7.08165 0.8 -0.5 0.1 0.09
H -0.07007 0.73963 -6.32072 -0.1 -0.1 0.2 0.05
H 0.62846 -0.55760 -7.21438 0.6 0.1 -0.3 0.09
H 3.39754 -0.80454 -4.51219 -0.3 0.5 0.4 0.08
H 3.21481 -0.96508 -6.17933 -0.2 -0.1 -0.3 0.08
H 3.55630 0.60553 -5.61219 -0.6 0.6 0.4 0.08
C -2.16894 2.08958 -4.20035 0.9 -0.8 1.1 -0.41
O -1.40228 2.27301 -5.11629 0.7 0.4 -0.6 0.02
N -3.47111 2.04743 -4.26458 -3.4 2.1 -1.9 -0.14
C -4.33701 1.82947 -3.12233 1.1 -1.9 0.9 -0.05
C -4.23789 2.38547 -5.51391 -0.6 -0.9 0.7 0.00
H -1.87518 1.84271 -3.16838 0.6 0.0 0.1 0.12
H -4.73612 2.61219 -2.47722 0.3 0.8 -0.7 0.10
H -3.70043 1.21688 -2.48391 -0.1 0.0 0.6 0.07
H -5.15472 1.14701 -3.35407 -0.1 0.2 -0.4 0.08
H -3.85053 2.98833 -6.33526 0.9 0.0 0.7 0.09
H -4.53115 1.41734 -5.91991 -0.1 0.0 -0.3 0.08
H -5.14676 2.87053 -5.15785 0.0 0.1 -0.1 0.08
C -1.31429 4.71614 -0.27512 -2.5 2.4 -0.1 -0.31
O -2.15871 5.64769 -0.15231 1.8 -2.0 0.3 -0.04
N -0.66958 4.48700 -1.41320 0.7 0.2 -0.8 -0.16
C 0.28510 3.42591 -1.61307 0.5 -0.3 0.2 -0.05
C -0.82865 5.25693 -2.66166 0.2 0.2 0.2 -0.01
H -1.11495 4.02113 0.55519 0.3 0.0 -0.3 0.11
H 1.24004 3.82006 -1.96072 0.0 0.2 -0.2 0.09
H -0.09363 2.74798 -2.37797 0.2 -0.3 0.2 0.08
H 0.56855 2.91056 -0.69537 -0.6 -0.1 0.0 0.07
H -1.43309 4.67452 -3.35703 -0.1 0.2 -0.1 0.08
H -1.18518 6.28309 -2.57237 -0.4 -0.4 0.6 0.09
H 0.16407 5.36861 -3.09772 0.0 -0.2 -0.1 0.09
C 1.97227 2.29838 3.73516 2.1 1.8 0.6 -0.28
O 2.21619 1.10344 3.90500 -0.5 -0.3 -0.2 -0.03
N 2.72664 3.30955 4.29193 -0.4 0.1 -0.7 -0.14
C 2.38151 4.76066 4.07835 0.7 -1.1 -0.2 -0.03
C 3.91987 3.06445 5.13502 -0.7 -0.9 0.3 -0.04
H 1.22872 2.75149 3.06134 -0.2 -0.5 0.1 0.12
H 3.35969 5.23428 4.16171 -0.4 0.5 0.3 0.08
H 1.63383 5.09762 4.79636 0.3 0.1 0.2 0.09
H 2.01854 4.99401 3.07740 0.0 -0.5 0.0 0.07
H 4.79723 3.69726 5.00128 -0.5 0.4 -0.8 0.09
H 3.65274 3.18306 6.18511 -0.1 -0.1 0.1 0.09
H 4.26385 2.04271 4.97432 -0.2 0.0 0.1 0.08
C 5.72350 -4.18180 1.66578 -0.3 -1.7 -3.7 -0.32
O 5.99630 -4.59786 0.51907 0.0 0.9 2.6 -0.01
N 4.69111 -3.35918 1.90698 -1.3 1.3 0.8 -0.15
C 4.40232 -3.09923 3.31783 0.1 1.3 -0.3 -0.07
C 3.63596 -2.85992 0.94290 1.1 -0.4 0.3 0.00
H 6.16678 -4.55588 2.60159 0.4 0.1 -0.3 0.13
H 3.39887 -3.43475 3.57977 0.1 -0.3 0.2 0.07
H 4.45814 -2.03192 3.53191 -0.5 0.4 -0.3 0.08
H 5.17480 -3.41288 4.01997 -0.1 -1.0 -0.4 0.09
H 3.51321 -1.77686 0.94843 0.1 0.0 0.7 0.05
H 3.83910 -3.03234 -0.11404 0.4 -0.7 0.3 0.10
H 2.69156 -3.32967 1.21774 -0.1 0.0 -0.1 0.07
C -0.86758 -5.91229 -2.73681 0.4 -0.8 -1.4 -0.10
O -1.71913 -6.85917 -2.07559 0.1 1.1 2.5 -0.23
P -1.84002 -6.67740 -0.43369 -1.0 0.1 -0.8 0.49
O -0.58671 -6.46269 0.34680 -1.4 0.0 -1.1 -0.25
O -2.97114 -5.47552 -0.28839 1.8 -1.8 0.1 -0.23
C -3.31519 -5.10198 1.05348 -1.3 0.4 -0.1 -0.11
O -2.67680 -8.01190 -0.09617 0.6 0.8 -0.4 -0.21
C -2.15457 -9.21088 -0.71569 0.2 -0.7 0.1 -0.09
H 0.00132 -5.61581 -2.14926 -0.4 0.4 0.3 0.08
H -1.43997 -5.12720 -3.23087 -0.1 0.4 0.7 0.09
H -0.44322 -6.44777 -3.58609 0.1 -0.2 0.0 0.09
H -4.39186 -4.93424 1.02578 0.0 0.0 0.0 0.08
H -2.89275 -4.12766 1.29907 0.5 -0.1 0.1 0.07
H -3.15338 -5.85489 1.82488 0.5 0.0 -0.2 0.09
H -1.20291 -8.97702 -1.19293 -0.1 -0.4 0.0 0.08
H -2.85053 -9.64353 -1.43440 -0.1 0.6 -0.2 0.09
H -2.03301 -10.00912 0.01651 0.2 0.4 0.4 0.09
C -0.60866 -2.98394 -0.52015 -0.6 -1.2 -1.4 -0.12
O -0.92275 -2.00994 0.45857 1.2 2.2 0.6 -0.22
P -0.40498 -0.49703 0.10756 0.8 0.4 0.0 0.55
O -0.97988 0.00349 -1.17219 0.3 -0.4 1.8 -0.23
O -0.82739 0.34291 1.46978 3.2 -2.0 -1.9 -0.21
C -2.11179 0.78119 1.52314 -3.2 0.7 0.3 -0.16
O 1.21975 -0.53360 0.16573 -3.1 -1.4 0.6 -0.22
C 2.02172 0.62079 0.31220 0.3 0.8 -1.0 -0.09
H -0.02550 -2.64153 -1.37502 0.7 0.4 0.4 0.10
H -1.52887 -3.27810 -1.02491 -0.2 -0.3 0.3 0.06
H -0.18903 -3.87626 -0.05563 0.2 0.2 0.0 0.08
H -2.58012 0.45210 2.45077 0.1 0.1 0.3 0.09
H -2.73921 0.36153 0.73680 0.0 0.1 -0.2 0.09
H -2.20158 1.86627 1.47177 0.2 0.0 0.0 0.09
H 1.42382 1.50427 0.53594 0.2 -0.1 0.7 0.07
H 2.44400 0.83287 -0.67004 0.3 -0.1 0.1 0.10
H 2.80285 0.37270 1.03081 -0.2 0.5 0.1 0.07
C 5.59298 2.93086 -2.98970 1.0 -0.8 -1.0 -0.12
O 4.83000 3.29614 -1.90466 -1.3 -0.3 3.3 -0.22
P 5.11362 2.87730 -0.37665 1.4 -0.3 0.0 0.50
O 4.12953 3.47126 0.54290 0.6 -0.3 -0.5 -0.24
O 5.14457 1.22447 -0.34154 0.0 3.1 -0.5 -0.24
C 5.72377 0.53507 0.75231 0.5 -1.0 0.3 -0.11
O 6.70846 3.27953 -0.08117 -2.6 -2.7 -0.4 -0.25
C 7.35101 4.41747 -0.60273 -1.0 1.1 1.1 -0.11
H 4.96203 2.38321 -3.68976 -0.1 0.5 -0.3 0.09
H 6.35295 2.19422 -2.72909 0.4 0.2 0.1 0.09
H 6.02052 3.86685 -3.34918 0.2 -0.4 -0.6 0.10
H 6.62588 0.05611 0.37168 -0.2 -0.4 0.0 0.10
H 4.96277 -0.17108 1.08445 0.3 -0.3 0.0 0.06
H 6.06656 1.05642 1.64606 -0.4 0.9 -0.3 0.09
H 8.14844 4.18743 -1.30934 -0.2 0.0 0.1 0.10
H 7.67696 4.89191 0.32290 0.8 0.4 -0.5 0.10
H 6.56002 5.06406 -0.98267 0.4 0.3 -0.6 0.09

***

142
Properties=species:S:1:pos:R:3:forces:R:3:lowdin_charge:R:1 method="wB97M-V/def2-TZVPD" e_tot_ev=-105225.6469 orbital_gap_ev=5.2 charge=-1 lumo_energy_ev=1.52 fmax_ev_per_a=3.98
C -4.36814 3.75247 -5.78931 0.7 -0.1 0.0 -0.13
C -3.06713 4.31284 -5.01420 -0.8 0.5 -0.4 -0.24
C -1.72420 4.18302 -5.87535 0.9 -0.3 0.5 -0.21
C -0.63816 3.17681 -5.20969 -0.1 0.1 -1.1 -0.20
C -0.64975 1.77370 -6.01154 -0.7 0.3 1.4 -0.21
C -1.93914 0.94437 -5.49065 1.1 0.3 -0.8 -0.19
C -1.82218 -0.60717 -5.86636 -1.4 -0.2 -0.1 -0.20
C -2.31365 -1.60068 -4.71143 0.6 -0.3 0.1 -0.19
C -1.72780 -1.26192 -3.26418 -0.6 -0.3 -0.4 -0.09
C -1.65158 -2.51508 -2.26732 -1.2 -1.1 -1.2 -0.47
O -2.04019 -1.99173 -0.97332 2.4 0.6 -0.4 -0.12
C -1.06432 -1.08118 -0.42509 -0.9 0.6 1.6 -0.20
C -1.79939 0.30870 -0.07863 0.8 0.6 0.4 -0.20
C -0.89644 1.23329 0.87807 0.3 -0.2 -0.5 -0.12
O -2.63207 -3.57877 -2.45134 2.0 1.5 0.0 -0.29
P -2.05359 -4.96584 -1.51657 -1.3 -2.8 2.5 0.39
O -0.38862 -4.36461 -1.37629 0.7 2.1 -2.3 -0.35
C -0.25364 -3.32057 -2.37540 -0.8 0.7 0.0 -0.32
C 0.13237 -3.91359 -3.83316 0.9 0.3 0.4 -0.11
C 1.69994 -4.30883 -3.71082 -0.1 -0.1 -0.5 -0.18
C 2.67416 -3.24778 -4.43382 -0.1 1.0 0.8 -0.20
C 3.33781 -2.26942 -3.32045 0.2 -0.7 -0.8 -0.19
C 4.49825 -3.10141 -2.59018 -0.4 0.3 -0.1 -0.17
C 4.10562 -3.56959 -1.10551 2.0 0.2 -0.5 -0.23
O 3.66930 -2.41446 -0.35193 -1.1 -1.5 -0.1 -0.23
C 2.29440 -2.51433 0.08903 -1.1 0.6 0.1 -0.10
H -5.25594 4.46849 -5.74665 1.2 -1.1 0.1 0.07
H -4.62354 2.73533 -5.34863 0.0 1.4 -0.7 0.06
H -4.08815 3.61719 -6.88636 -0.5 0.1 1.3 0.06
H -3.26233 5.41549 -4.79459 0.4 -1.4 -0.2 0.09
H -3.01636 3.78792 -4.00075 0.2 0.6 -1.5 0.09
H -1.92836 3.76965 -6.91771 0.0 0.6 1.3 0.09
H -1.22108 5.20107 -6.02951 -0.9 -1.3 0.3 0.10
H 0.42478 3.59895 -5.24499 -1.5 -0.3 0.0 0.10
H -0.90915 3.04551 -4.11440 0.5 -0.1 -1.3 0.10
H 0.32942 1.24899 -5.76857 -1.3 0.3 -0.4 0.10
H -0.74468 1.91700 -7.13842 0.4 0.0 1.4 0.10
H -2.85526 1.40131 -6.01305 1.2 -0.7 0.9 0.10
H -2.01614 1.15681 -4.37860 -0.1 -0.6 -1.3 0.09
H -0.79212 -0.91961 -6.24696 -1.1 0.6 0.8 0.10
H -2.53896 -0.77712 -6.75290 1.2 0.1 1.1 0.10
H -1.97768 -2.65231 -5.00609 -0.7 1.4 0.4 0.10
H -3.44815 -1.61937 -4.62002 1.4 0.1 -0.2 0.12
H -0.67156 -0.81290 -3.33935 -1.4 -0.5 0.0 0.13
H -2.44573 -0.50805 -2.78166 1.3 -1.0 -0.7 0.11
H -0.72824 -1.51366 0.58635 -0.3 0.4 -1.3 0.13
H -0.12715 -0.94557 -1.05171 -1.3 0.0 0.5 0.11
H -1.97838 0.92573 -1.03131 0.0 -1.1 1.3 0.10
H -2.78554 0.13791 0.48583 1.3 -0.1 -1.2 0.12
H -0.76763 0.80445 1.92281 -0.3 0.5 -1.3 0.05
H -1.34912 2.28268 0.95773 0.7 -1.5 -0.1 0.07
H 0.15041 1.32822 0.42545 -1.4 0.0 0.6 0.06
H -1.55798 -6.10697 -0.73219 0.0 -0.2 0.0 -0.08
H -1.80416 -5.82622 -2.64829 0.3 0.9 -0.6 -0.04
H -3.37782 -5.58767 -1.40498 -0.1 0.3 -0.6 -0.07
H -2.37767 -4.42500 -0.21291 0.2 0.9 -0.4 -0.03
H 0.57383 -2.54705 -2.23404 -0.7 -1.1 0.6 0.10
H 0.09420 -3.09654 -4.64244 -0.3 -1.2 1.2 0.10
H -0.48865 -4.82240 -4.11474 0.6 1.4 0.4 0.10
H 1.92740 -5.32444 -4.16909 -0.5 1.1 0.6 0.10
H 1.91408 -4.39672 -2.58954 -0.1 0.1 -1.7 0.09
H 3.51163 -3.75673 -5.02720 -1.1 0.6 0.9 0.10
H 2.12747 -2.57714 -5.18659 0.4 -1.1 1.0 0.10
H 3.74766 -1.32416 -3.82960 -0.4 -1.4 0.7 0.11
H 2.56309 -1.91202 -2.57026 0.9 -0.5 -1.0 0.09
H 5.44097 -2.45354 -2.59126 -1.2 -1.0 0.4 0.11
H 4.73269 -4.01131 -3.23976 -0.2 1.1 1.0 0.11
H 5.08977 -3.92180 -0.61853 -1.4 0.3 -0.6 0.12
H 3.39635 -4.45555 -1.08044 0.6 1.3 -0.1 0.12
H 2.20118 -2.73665 1.21487 0.3 0.4 -1.5 0.09
H 1.78168 -1.50743 -0.12724 0.8 -1.4 0.5 0.09
H 1.68000 -3.30036 -0.46008 0.9 0.8 0.6 0.08
C 3.44638 4.77029 0.31765 0.3 0.6 0.3 -0.15
C 3.52661 3.28119 0.18111 0.7 -0.5 0.2 -0.12
O 2.17191 2.90879 -0.04012 -0.4 0.5 -0.2 0.05
C 1.53270 3.99699 -0.55393 -1.2 0.0 -0.5 -0.54
O 0.41935 3.98194 -1.00942 1.2 0.0 0.5 0.14
O 2.31660 5.10613 -0.48192 -0.4 -0.6 -0.3 0.06
H 4.34160 5.27423 -0.04727 -0.2 0.1 0.0 0.14
H 3.25727 5.08234 1.34370 -0.1 0.0 -0.3 0.11
H 4.12516 2.96886 -0.67982 -0.1 0.0 0.0 0.14
H 3.91995 2.80180 1.07819 -0.2 0.0 -0.1 0.13
C 2.96981 -4.65060 3.50676 -0.6 0.5 -0.1 -0.15
C 4.19739 -4.17183 2.79629 0.0 0.7 -0.6 -0.13
O 5.22674 -4.98917 3.34088 -0.2 -0.6 0.4 0.06
C 4.63281 -6.12371 3.80225 0.5 -0.9 0.3 -0.55
O 5.23031 -7.09966 4.17301 -0.6 0.9 -0.3 0.14
O 3.27643 -6.01187 3.78804 0.8 -0.2 0.0 0.07
H 2.07538 -4.57145 2.89096 0.1 -0.2 0.2 0.11
H 2.79870 -4.12496 4.45008 0.0 -0.1 -0.1 0.13
H 4.14612 -4.33894 1.71664 0.0 0.0 0.1 0.12
H 4.40208 -3.11662 2.98238 0.2 -0.2 0.0 0.14
C -5.19531 3.04745 -0.01483 0.1 0.1 0.8 -0.13
C -6.21680 3.51244 -1.00965 -0.6 0.4 0.1 -0.14
O -5.61946 3.18643 -2.25590 0.3 -0.3 0.1 0.06
C -4.73040 2.18081 -2.02562 0.8 -0.9 -0.9 -0.53
O -4.17561 1.55737 -2.88900 -0.6 0.7 0.9 0.15
O -4.55376 1.97614 -0.69197 -0.2 0.1 -0.6 0.05
H -5.64581 2.70229 0.91696 0.2 -0.1 -0.1 0.14
H -4.45184 3.81691 0.21336 0.0 0.0 0.0 0.14
H -7.16458 2.97332 -0.91959 0.1 0.0 0.0 0.13
H -6.41049 4.58400 -0.94069 0.1 -0.1 -0.2 0.13
C -1.73411 -7.00833 4.73423 -0.5 -0.5 0.4 -0.13
C -1.22167 -7.29986 3.35519 -0.2 -0.7 -0.5 -0.12
O -0.71369 -6.04280 2.93324 0.2 0.6 0.7 0.08
C -0.42114 -5.33017 4.04966 0.3 0.6 -0.5 -0.53
O 0.18231 -4.28956 4.04724 -0.8 -0.7 0.3 0.12
O -0.89617 -5.94385 5.16719 0.3 0.4 -0.3 0.06
H -1.64851 -7.86620 5.40281 0.1 0.2 0.1 0.13
H -2.77176 -6.66215 4.73080 0.1 0.0 0.0 0.13
H -0.40585 -8.02855 3.35678 0.0 0.1 0.0 0.14
H -2.00589 -7.64734 2.68141 0.2 0.2 -0.1 0.14
C 3.74927 6.21704 5.30019 -0.7 0.3 0.7 -0.13
C 5.21666 6.19175 5.60600 0.3 0.3 0.7 -0.12
O 5.74049 5.36428 4.57386 -0.4 0.0 -0.6 0.07
C 4.86509 5.41417 3.53500 0.3 -0.5 -0.9 -0.52
O 5.07530 4.95717 2.44305 0.2 0.4 1.4 0.14
O 3.71290 6.04009 3.89011 0.6 -0.2 -0.4 0.07
H 3.27941 7.15912 5.58536 0.0 -0.1 -0.2 0.14
H 3.20791 5.39289 5.77275 0.1 0.0 0.0 0.13
H 5.67657 7.18178 5.53554 0.0 -0.1 0.0 0.14
H 5.43182 5.77080 6.58887 0.1 -0.1 -0.2 0.14
C -2.19039 -1.02451 5.59648 -0.1 -0.9 0.2 -0.12
C -1.04129 -0.43094 4.83815 0.8 -0.5 -0.3 -0.12
O -1.58828 0.77930 4.32941 -0.6 0.3 0.5 0.04
C -2.62717 1.12332 5.13489 -0.4 0.8 -0.1 -0.55
O -3.20260 2.17891 5.08420 0.6 -0.9 0.1 0.13
O -2.93081 0.12162 6.00229 0.1 0.6 -0.3 0.06
H -1.86583 -1.60359 6.46199 -0.1 0.2 0.0 0.14
H -2.82762 -1.65223 4.96730 0.1 0.1 0.0 0.14
H -0.19194 -0.19114 5.48457 -0.1 0.0 0.0 0.14
H -0.69843 -1.07427 4.02650 -0.1 0.2 0.0 0.14
C -0.66310 4.67150 5.54191 -0.6 -0.7 -0.3 -0.12
C -0.70610 6.05418 4.96506 -0.4 0.2 -0.8 -0.12
O -0.14743 6.85117 6.00257 0.4 -0.3 0.5 0.06
C 0.62993 6.03554 6.76330 0.6 0.3 0.8 -0.56
O 1.38043 6.42075 7.62297 -0.7 -0.4 -0.9 0.13
O 0.45279 4.73000 6.42565 0.3 0.8 0.2 0.06
H -0.51640 3.90546 4.77939 0.1 0.0 0.2 0.14
H -1.55931 4.42991 6.11977 0.1 0.0 -0.1 0.13
H -0.08475 6.15383 4.07020 0.0 0.0 0.1 0.14
H -1.72075 6.37731 4.72944 0.1 0.1 0.1 0.14